No. 1
173
Properties=species:S:1:pos:R:3:forces:R:3 method="wB97M-V/def2-TZVPD" e_tot_ev=-109736.29347 charge=+1 gap_ev=7.86 homo_ev=-10.5
C -10.36215 -1.58499 -3.24605 0.0 0.0 -0.1
C -9.19335 -2.16130 -4.03938 -0.2 0.2 0.2
C -7.90877 -1.36088 -3.84035 -0.1 -0.3 -0.2
C -6.68003 -2.08722 -4.41289 -0.3 -0.1 0.0
C -5.85985 -2.85562 -3.36447 0.2 0.1 -0.2
C -4.46899 -2.26566 -3.14520 -0.1 -0.2 0.1
C -3.69502 -2.97421 -2.03535 -0.1 0.5 0.0
C -2.50787 -2.14432 -1.53971 0.0 -0.4 -0.3
C -1.42504 -1.94063 -2.61822 -0.3 0.0 -0.1
C -1.15600 -0.49970 -3.06757 0.3 0.0 0.1
C -1.12407 0.54660 -1.95843 0.1 0.1 -0.1
C -0.02753 0.31941 -0.90923 0.1 0.3 0.2
C 1.14652 1.28740 -1.05077 -0.1 0.0 -0.1
C 2.09781 1.22126 0.14262 0.0 0.0 -0.4
C 1.52592 1.94087 1.36074 0.1 -0.3 0.1
C 2.48643 2.24791 2.53131 0.0 0.2 -0.7
P 1.90803 3.77597 3.55996 0.1 -0.3 0.8
C 0.19148 4.15991 2.99852 -0.1 0.4 0.2
C -0.71868 4.52181 4.19443 -0.2 -0.3 -0.5
C 2.89358 5.15096 2.84267 -0.3 0.1 -0.1
C 2.85124 6.34784 3.80969 0.1 -0.3 -0.1
O 3.76600 2.58103 1.98082 0.1 0.0 0.1
C 4.83100 1.72528 2.27733 0.0 0.0 0.1
C 4.50530 0.26425 2.04631 0.5 -0.1 0.3
N 3.43255 -0.12559 3.05553 -0.1 -0.6 -0.4
S 2.51751 -1.56291 2.56392 -0.3 -0.2 -1.0
O 1.24409 -1.15361 2.14731 -0.3 0.1 0.4
O 3.37252 -2.34320 1.76637 0.3 0.0 0.3
F 2.41157 -2.19546 3.96575 0.1 0.2 0.1
C 2.55210 1.08204 3.54018 -0.3 0.7 0.6
O 3.10133 1.42155 4.75041 0.1 0.1 -0.2
C 2.69839 0.58286 5.84396 0.3 0.1 0.1
C 3.11012 1.22595 7.16291 -0.1 -0.1 0.1
C 3.40298 0.15555 8.20252 0.1 0.1 0.2
O 2.14716 2.15787 7.61165 -0.1 0.1 -0.1
H -10.59020 -0.57035 -3.57934 0.0 0.1 0.0
H -10.13770 -1.53860 -2.17913 0.0 0.0 0.0
H -11.26361 -2.18289 -3.37808 -0.1 0.0 0.0
H -9.04244 -3.20230 -3.73966 0.1 0.0 0.0
H -9.44300 -2.14823 -5.09956 0.1 -0.2 0.0
H -7.77098 -1.17779 -2.77223 0.1 0.2 0.0
H -8.04134 -0.40037 -4.34278 0.0 0.1 0.1
H -7.05116 -2.79176 -5.15897 0.1 0.1 -0.2
H -6.04678 -1.37832 -4.95008 0.1 0.0 0.1
H -6.39096 -2.85282 -2.40955 -0.1 -0.1 0.0
H -5.73910 -3.89551 -3.67755 -0.1 -0.1 0.1
H -3.92262 -2.33281 -4.09063 0.1 0.2 0.0
H -4.57591 -1.21112 -2.88475 0.0 0.1 -0.1
H -4.38587 -3.10141 -1.19721 0.0 -0.3 0.0
H -3.34997 -3.95694 -2.36618 -0.1 -0.1 0.1
H -2.06409 -2.66477 -0.68871 0.0 0.2 0.2
H -2.92090 -1.19728 -1.19363 0.1 0.1 0.1
H -1.74335 -2.49509 -3.50482 0.1 -0.1 -0.1
H -0.49029 -2.40430 -2.30596 0.1 0.1 0.1
H -0.17127 -0.48723 -3.54357 0.0 0.0 -0.1
H -1.87099 -0.18594 -3.83062 -0.2 0.0 0.1
H -2.09452 0.63438 -1.47190 -0.1 -0.1 0.0
H -0.94775 1.51975 -2.42698 -0.1 0.0 0.0
H 0.39651 -0.68274 -0.97264 -0.2 -0.1 0.0
H -0.44712 0.44433 0.09391 -0.1 -0.1 0.0
H 0.77283 2.30789 -1.18301 0.0 0.1 0.1
H 1.70379 1.04224 -1.95601 0.0 -0.1 -0.1
H 2.24847 0.15494 0.31988 0.1 -0.1 0.1
H 3.05465 1.65656 -0.14606 0.0 0.1 0.1
H 1.10944 2.87813 1.00143 0.1 0.2 0.0
H 0.68040 1.37542 1.75717 -0.1 0.0 0.0
H -0.26330 3.34826 2.44159 0.0 0.0 -0.1
H 0.25162 5.02247 2.33191 0.0 -0.1 -0.2
H -1.37671 3.68219 4.41655 0.1 -0.1 0.3
H -0.16020 4.78159 5.08933 0.0 0.1 0.1
H -1.37927 5.33772 3.91028 0.1 0.2 0.1
H 3.91680 4.81934 2.69910 0.0 -0.1 0.0
H 2.47675 5.42944 1.87314 0.2 0.0 -0.1
H 1.97645 6.97110 3.63906 0.0 0.1 0.0
H 3.74891 6.94910 3.68536 -0.1 0.2 -0.1
H 2.82968 5.99994 4.84178 0.0 0.1 0.1
H 5.16855 1.85950 3.31178 0.0 0.0 0.0
H 5.65696 1.99704 1.62315 0.0 0.0 -0.1
H 4.19790 0.00934 1.04019 -0.3 0.2 0.0
H 5.38649 -0.32702 2.28864 0.0 -0.2 0.0
H 3.93707 -0.43519 3.89183 -0.1 0.2 0.1
H 1.53327 0.71551 3.67065 0.0 -0.3 -0.1
H 3.21571 -0.38346 5.77007 -0.2 -0.1 0.0
H 1.61625 0.43052 5.80729 0.0 -0.1 0.0
H 4.00801 1.81692 6.98166 0.0 0.0 -0.1
H 3.97803 0.57213 9.02590 -0.1 0.1 0.1
H 3.97346 -0.67420 7.79182 0.0 -0.1 0.0
H 2.47740 -0.24806 8.61445 0.0 -0.1 -0.1
H 1.33482 1.68279 7.83485 0.2 0.1 0.1
C 5.28310 -3.53783 6.14672 0.0 0.0 0.0
C 4.50822 -3.77451 7.42764 0.0 -0.1 0.1
O 3.51305 -3.11998 7.70575 0.0 0.1 -0.2
N 4.96081 -4.74401 8.25150 0.0 0.0 0.0
C 6.11217 -5.61321 8.08288 -0.1 0.0 0.1
H 4.78741 -2.73631 5.60354 0.0 0.0 0.0
H 6.31289 -3.24663 6.35564 0.0 0.0 0.0
H 5.29210 -4.43322 5.52494 0.0 0.0 0.1
H 4.40257 -4.85603 9.08426 0.0 0.0 0.0
H 5.80301 -6.65825 8.06527 0.0 0.0 0.0
H 6.81754 -5.47660 8.90257 0.0 0.0 0.0
H 6.62302 -5.39189 7.15177 0.0 0.0 0.0
C 4.29058 -2.05299 -2.41557 -0.1 0.1 0.1
C 2.94149 -2.00531 -3.09425 0.0 0.0 0.0
O 1.92932 -1.64565 -2.50358 0.2 0.0 0.1
N 2.88557 -2.38278 -4.39071 0.1 0.0 0.0
C 3.97877 -2.82654 -5.23791 -0.3 -0.1 0.0
H 4.15624 -1.72645 -1.38682 0.0 0.0 0.0
H 4.69396 -3.06567 -2.41875 0.0 0.0 0.0
H 5.01111 -1.40699 -2.91634 0.1 -0.1 0.0
H 1.95788 -2.34121 -4.78415 0.0 0.0 0.0
H 4.07334 -2.16459 -6.10120 0.1 0.0 0.0
H 3.78187 -3.83921 -5.59569 0.1 0.0 0.0
H 4.91882 -2.81512 -4.69702 0.0 0.0 -0.1
C -6.93453 -0.46546 -8.34229 0.0 0.0 0.0
C -8.37834 -0.70256 -7.96009 0.0 0.0 0.0
O -8.68800 -1.52150 -7.11191 0.0 0.0 -0.1
N -9.32639 0.03486 -8.59649 0.0 0.0 0.0
C -9.14212 1.04322 -9.62016 -0.1 -0.1 0.1
H -6.31858 -1.12847 -7.74249 0.0 0.0 0.0
H -6.76842 -0.68078 -9.39836 0.0 0.0 0.0
H -6.64202 0.56713 -8.14675 0.0 0.0 0.0
H -10.26603 -0.17252 -8.29623 0.0 0.0 0.0
H -9.53317 2.00683 -9.28920 0.0 0.0 0.0
H -9.65982 0.76141 -10.53840 0.0 0.0 0.0
H -8.08748 1.16128 -9.84532 0.0 0.0 0.0
C 6.03880 -7.00562 1.09778 0.0 0.0 0.0
C 6.75603 -6.67137 2.38488 0.0 0.0 0.0
O 7.73002 -7.28713 2.76793 0.0 0.0 0.0
N 6.26508 -5.63030 3.12458 -0.1 0.0 -0.1
C 5.12941 -4.78061 2.84038 0.2 -0.1 0.3
H 6.54988 -7.84557 0.63909 0.0 0.0 0.0
H 5.00102 -7.28206 1.28771 0.0 0.0 0.0
H 6.05507 -6.16010 0.40875 0.0 0.0 0.0
H 6.78991 -5.46479 3.96841 0.0 0.0 0.0
H 5.43981 -3.73562 2.76231 0.0 0.0 -0.1
H 4.39478 -4.86599 3.64663 -0.1 0.1 -0.2
H 4.65337 -5.06708 1.90901 0.0 0.0 0.0
C -6.77746 2.37743 -3.96197 0.0 0.0 0.0
C -6.24914 1.92300 -2.62019 -0.1 0.0 -0.1
O -5.73160 0.82867 -2.47573 0.1 0.0 0.1
N -6.38002 2.77954 -1.57236 0.0 0.0 0.0
C -6.97107 4.10320 -1.56201 0.1 -0.1 0.1
H -6.59774 1.57996 -4.67670 0.0 0.0 0.0
H -7.84883 2.57512 -3.91320 0.0 0.0 0.0
H -6.26888 3.28227 -4.29745 0.0 0.0 0.0
H -6.01586 2.41358 -0.70708 0.0 0.0 0.0
H -6.24178 4.85192 -1.24848 0.0 0.0 0.0
H -7.81822 4.14374 -0.87591 0.0 0.0 0.0
H -7.32309 4.36432 -2.55419 0.0 0.0 0.0
C -5.46927 8.57275 5.79580 0.0 0.0 0.0
C -5.13233 7.78278 4.55246 0.0 0.0 0.0
O -5.76427 7.89727 3.51864 0.0 0.0 0.0
N -4.07846 6.92053 4.62554 0.0 0.0 0.1
C -3.20925 6.64058 5.75122 -0.1 0.0 -0.3
H -6.32295 9.20352 5.57068 0.0 0.0 0.0
H -5.72492 7.90994 6.62319 0.0 0.0 0.0
H -4.63172 9.20215 6.09854 0.0 0.0 0.0
H -3.91135 6.42739 3.76278 0.0 0.0 0.0
H -2.17619 6.87966 5.49485 0.0 0.0 0.1
H -3.26956 5.58292 6.01525 0.1 0.0 0.1
H -3.49748 7.23209 6.61349 0.0 0.0 0.0
C 9.04629 -0.87903 -4.69876 0.0 0.0 0.0
C 7.82734 -1.60663 -5.21410 0.0 0.0 0.0
O 6.91909 -1.94949 -4.46659 0.1 0.1 0.0
N 7.77142 -1.87181 -6.53999 0.0 0.0 0.0
C 8.74609 -1.54516 -7.56448 -0.1 -0.1 0.0
H 8.93359 -0.74915 -3.62730 0.0 0.0 0.0
H 9.95328 -1.45160 -4.89345 0.0 0.0 0.0
H 9.14463 0.10000 -5.16831 0.0 0.0 0.0
H 6.93696 -2.36135 -6.82286 0.0 0.0 0.0
H 8.30147 -0.90378 -8.32605 0.0 0.0 0.0
H 9.11199 -2.45129 -8.04816 0.0 0.0 0.0
H 9.59106 -1.02434 -7.12783 0.0 0.0 0.0

No. 2
47
Properties=species:S:1:pos:R:3:forces:R:3 method="wB97M-V/def2-TZVPD" e_tot_ev=-32171.24566 charge=+4 gap_ev="7.36 / 4.37" spin_multiplicity=4 homo_ev="-21.9 / -21.2" e_above_lowest_kcal_mol=0.0
N 1.67083 -1.47697 0.32076 -0.8 -0.9 0.2
C 2.57358 -2.17589 0.50824 -0.2 0.1 0.0
C 3.71906 -3.06091 0.74621 -0.4 0.4 -0.1
H 4.22562 -3.26168 -0.19703 0.0 0.0 -0.1
H 3.37218 -3.99878 1.17825 -0.1 -0.1 0.0
H 4.41347 -2.58015 1.43440 0.0 0.1 0.1
N -1.64323 0.10331 1.53774 0.0 -0.5 -0.5
C -2.45339 0.22197 2.35528 -0.2 0.0 0.2
C -3.47956 0.37340 3.39257 0.4 -0.1 -0.5
H -3.65149 -0.58631 3.87827 0.0 -0.1 0.0
H -4.40688 0.72183 2.93930 -0.1 0.0 -0.1
H -3.14387 1.09916 4.13270 0.1 0.1 0.1
N -0.47073 0.63493 -2.10973 -1.0 -0.7 0.0
C -0.67450 1.02663 -3.17907 0.0 -0.1 0.2
C -0.93224 1.52438 -4.53450 0.2 -0.2 0.5
H -1.18856 2.58239 -4.49054 0.0 0.1 0.1
H -1.75889 0.96916 -4.97621 -0.1 -0.1 0.0
H -0.04002 1.39342 -5.14555 0.1 0.0 0.0
Re 0.00000 0.00000 0.00000 0.8 1.3 0.4
C -0.62937 2.09700 0.10337 -1.5 2.9 -0.1
O -0.94445 3.19129 0.16162 1.1 -3.5 -0.2
C 0.95339 0.53660 1.89925 1.2 0.2 3.0
O 1.45454 0.82726 2.88139 -1.6 -0.8 -3.2
C -0.91332 -3.49572 -0.08094 2.0 -1.3 1.1
C -0.50073 -3.30520 -1.37115 2.3 -1.1 -0.1
C -1.24459 -2.57512 -2.21008 0.3 0.9 -2.3
C -2.41563 -2.01597 -1.77681 -0.8 1.4 -2.0
C -2.81902 -2.20297 -0.51477 -1.8 0.7 1.8
C -2.05887 -2.94961 0.34316 -1.5 0.4 2.1
H -0.33320 -4.10310 0.59644 0.1 -0.2 0.0
H 0.41029 -3.75946 -1.72888 0.1 -0.2 0.0
H -0.92255 -2.45110 -3.23239 0.0 0.0 -0.2
H -3.03293 -1.44320 -2.45128 -0.1 0.0 -0.2
H -3.75631 -1.77846 -0.18982 -0.2 0.0 0.1
H -2.38581 -3.12432 1.35647 -0.1 -0.1 0.1
C 3.85714 1.17265 -2.41577 0.3 -0.9 -1.0
N 3.37752 1.95976 -1.29260 -3.0 -0.9 1.9
C 4.07983 3.16095 -0.87209 0.6 1.5 0.8
C 2.25885 1.58979 -0.61249 5.4 3.9 -1.5
O 1.62155 0.58376 -0.92376 -1.3 -2.5 -1.0
H 4.77628 1.60875 -2.86059 -0.7 -0.1 0.5
H 3.07717 1.13244 -3.20565 0.5 0.0 0.5
H 4.09251 0.14105 -2.07784 -0.2 0.6 -0.3
H 3.40125 4.03823 -0.94461 0.5 -0.5 0.0
H 4.41488 3.05108 0.18202 -0.1 0.1 -0.7
H 4.97293 3.36266 -1.49933 -0.7 -0.3 0.3
H 1.93069 2.20448 0.21613 0.4 0.5 0.1

No. 3
117
Properties=species:S:1:pos:R:3:forces:R:3 method="wB97M-V/def2-TZVPD" e_tot_ev=-69429.81557 charge=+1 gap_ev=8.70 homo_ev=-12.0 e_above_lowest_kcal_mol=58.2
C 0.56056 2.26574 2.44888 8.0 0.1 1.8
C 0.60856 0.81174 3.03188 -5.5 0.6 -1.5
C 0.66656 -0.24626 1.96088 -2.6 -1.2 -1.7
C -0.61444 -0.22726 0.97088 0.7 -3.7 4.5
N -0.49044 -1.20626 -0.20212 -2.1 -0.3 -1.2
C -0.83744 -2.60726 0.24688 1.7 0.4 1.6
C 0.04656 -3.52426 -0.49212 0.0 -1.9 -1.0
C 0.96556 -2.83426 -1.44812 -2.5 -0.8 -5.3
C 0.75756 -1.40026 -1.00012 0.8 0.8 -1.7
C -1.43244 -0.85926 -1.31012 -3.8 5.3 1.6
C -1.59144 0.64474 -1.85512 0.9 0.9 -0.3
C -2.37844 0.82174 -3.22212 1.3 1.5 -1.4
H -0.32044 2.60974 2.44388 -7.2 2.1 -1.1
H 1.13656 2.65774 1.47988 -1.1 -1.7 2.0
H 0.89256 3.03474 3.28788 0.1 -1.7 -1.4
H -0.48444 0.58274 3.67588 3.3 0.9 -1.5
H 1.43356 0.58374 3.56688 2.4 0.0 2.5
H 0.59856 -1.25026 2.40688 0.8 0.1 0.0
H 1.53256 -0.09326 1.34988 0.8 -0.2 -0.2
H -0.62344 0.71474 0.64388 -0.8 3.7 -1.8
H -1.54144 -0.49726 1.75788 2.1 0.6 -2.9
H -1.75144 -3.00226 -0.03312 -2.7 0.9 0.0
H -0.66744 -2.71226 1.34688 -0.3 0.5 -0.9
H -0.54144 -4.37926 -0.84112 0.1 0.5 -0.9
H 0.58656 -4.03626 0.18388 2.4 -1.6 2.7
H 0.44956 -3.03826 -2.53512 1.1 0.9 2.2
H 1.98756 -3.27726 -1.73412 -1.3 1.1 1.5
H 1.11456 -0.55326 -1.60612 -1.7 -0.1 -1.0
H 1.53856 -1.26426 -0.43412 4.1 0.4 4.5
H -2.49944 -0.98926 -1.13312 0.1 -0.7 1.5
H -1.33044 -1.42026 -2.10012 1.7 -3.5 -4.1
H -0.65944 1.17474 -2.04212 0.4 -0.2 0.7
H -2.19744 1.22174 -1.12412 0.6 -0.3 -0.3
H -1.99944 0.27074 -4.19912 -0.2 1.4 2.1
H -2.74044 2.00074 -3.46612 1.4 -3.4 0.8
H -3.22744 0.31274 -2.97212 -3.0 -1.2 0.0
O -0.22644 3.40774 -0.49612 -4.4 3.6 3.5
H -0.10944 4.25074 0.15088 0.3 -2.7 -2.3
H 0.58356 3.15574 -0.80712 3.9 -0.6 -1.4
O 4.56956 -1.17826 -1.64012 2.0 2.7 4.2
H 4.29656 -1.94726 -1.21612 -0.8 -2.2 2.0
H 4.33356 -1.36526 -2.46412 -1.4 -0.5 -6.1
O -2.58844 4.79474 2.49788 1.1 -1.5 1.8
H -3.01344 5.16074 1.75688 -0.9 0.4 -1.6
H -2.65444 3.81874 2.45688 -0.1 1.0 -0.2
O 0.96356 5.70574 0.84488 -0.3 0.2 -2.4
H 1.87656 5.70674 0.54788 0.2 -0.1 -0.2
H 1.00456 5.59274 1.75988 -0.1 -0.1 2.6
O -0.20244 3.14674 -3.50312 2.6 0.7 -1.2
H -0.99744 3.12874 -2.97912 0.0 0.8 0.9
H 0.51356 3.82874 -3.26412 -2.4 -1.5 0.1
O 3.70656 1.67074 3.49088 -0.2 4.0 3.2
H 4.26356 1.44174 4.23788 0.0 0.2 0.2
H 3.73056 0.97474 2.94388 0.0 -4.2 -3.2
O 4.16756 4.14374 2.02288 3.0 2.8 0.3
H 4.95156 4.62174 2.55388 -3.0 -2.1 -1.5
H 3.65956 3.55574 2.55788 0.0 -0.7 1.2
O 3.98856 -3.46026 -0.07012 1.8 -0.3 -2.4
H 3.70056 -3.47526 0.84688 1.4 -0.2 0.0
H 4.97656 -3.61126 -0.38412 -3.0 0.2 2.3
O 3.96456 -0.94626 2.28188 0.6 -2.9 3.5
H 4.81456 -0.90426 2.85288 -1.7 0.1 -1.6
H 3.49956 -1.73826 2.81788 1.2 2.8 -1.9
O -4.42444 -1.74426 0.00788 -4.1 -1.2 -2.1
H -4.50144 -2.71726 -0.27112 0.7 1.6 0.5
H -5.39244 -1.48026 -0.36912 3.4 -0.3 1.5
O -4.15944 -4.57526 -0.93312 0.7 -1.9 2.2
H -3.39944 -4.95126 -1.46012 -1.3 0.4 1.1
H -4.25044 -5.12226 -0.03512 0.5 1.5 -3.2
O 3.63156 1.15074 -0.20712 0.2 -2.3 -2.1
H 3.80656 1.06574 0.67888 0.4 1.3 4.1
H 3.94256 0.21274 -0.32712 -0.4 0.8 -1.9
O -5.01844 3.29174 -1.17512 2.4 1.1 -2.5
H -4.37544 3.76174 -1.87312 -1.7 -1.6 2.3
H -5.60144 4.00774 -0.95212 -0.6 0.4 0.3
O -5.04544 -0.25926 -5.23212 -2.8 -0.5 -2.4
H -5.91244 -0.49426 -5.76512 2.6 0.8 1.6
H -5.34944 0.00174 -4.37412 -0.3 0.3 0.8
O 2.18956 -5.52326 -3.31012 -3.0 0.7 -0.6
H 3.03456 -5.69126 -2.97112 1.4 -0.7 1.3
H 1.40256 -5.74926 -2.73212 1.7 -0.1 -0.5
O 1.44456 0.07874 6.58588 -1.7 0.2 2.8
H 2.05956 0.46974 6.04988 2.7 2.4 -1.8
H 1.27456 -0.68626 6.10488 -0.9 -2.4 -0.9
O -2.68844 -1.06726 4.49988 -2.3 -0.2 -2.3
H -3.09744 -1.66226 3.80488 0.6 1.1 1.3
H -1.97844 -1.54526 4.84188 1.8 -1.3 1.0
O 2.31656 3.07374 -1.49712 0.2 -0.4 2.1
H 2.82656 2.41474 -0.91812 -0.7 1.0 -1.6
H 2.46756 2.90674 -2.41212 0.5 -0.6 -0.8
O -2.56544 4.41074 -2.38712 1.5 2.2 -2.5
H -2.28144 4.93274 -3.25012 -1.1 -1.7 2.4
H -1.91844 4.80274 -1.76312 -0.5 -0.6 0.1
O 0.81156 5.57274 3.83488 -0.7 0.3 -6.6
H 0.33056 5.57874 4.56088 -3.6 0.1 5.3
H 1.67256 5.46874 4.03888 4.4 -0.4 1.2
O 0.46956 1.68574 -6.08612 -1.3 -0.6 1.3
H 0.05856 0.78374 -6.13712 0.6 1.3 0.1
H 0.06356 2.09774 -5.26312 0.7 -0.6 -1.2
O 2.16856 -3.35926 -5.05012 -1.3 3.1 -5.9
H 1.83556 -3.71326 -5.98012 1.2 0.8 3.4
H 2.25256 -4.02026 -4.45012 0.1 -3.8 2.4
O -3.38844 1.57574 4.92588 0.0 0.7 0.2
H -3.70644 1.78574 4.03288 0.3 -0.7 0.5
H -2.97144 0.70174 4.99088 -0.5 0.3 -0.8
O 3.06056 3.02774 6.20488 0.4 1.0 -3.9
H 2.68556 3.54374 5.38788 0.9 -1.6 2.6
H 2.48056 3.16074 6.92188 -1.3 0.4 1.2
O -3.27144 -2.14226 -5.61512 0.8 3.4 -0.6
H -3.81244 -2.82126 -5.33512 -1.6 -2.5 0.8
H -3.89044 -1.34026 -5.51812 1.3 -1.4 -0.2
O 0.24056 -7.09726 1.06088 -0.6 0.2 0.8
H -0.19844 -7.05226 1.93588 0.2 -0.2 -0.8
H 1.09456 -6.69826 1.22688 0.4 0.0 -0.1
O -0.05444 -6.48926 -1.85412 0.6 0.6 -1.2
H -0.11644 -6.84426 -0.99912 0.8 -1.0 2.5
H -0.97244 -6.48726 -2.04312 -1.4 0.2 -1.2